14
Properties=species:S:1:pos:R:3:nbo_charge:R:1 method="wB97M-V/def2-TZVPD" relative_energy_kcal_mol=85.8 total_energy_ha=-361.7442
O 0.40489 0.70265 1.25461 -0.50
O -1.90738 2.29024 -0.82390 -0.50
N 0.50628 -0.70624 -0.53120 -0.67
C 1.13470 -0.10136 0.48802 0.33
C -0.96181 2.07272 -0.11137 0.41
C -0.94875 1.04336 0.99776 -0.22
C 1.16197 -2.00603 -0.72967 -0.40
H -0.48219 -0.61352 -0.78280 0.38
H 0.49305 -2.67792 -1.26213 0.20
H -1.60991 0.19556 0.77240 0.20
H 1.38437 -2.42922 0.25460 0.21
H 0.00452 2.61357 -0.20144 0.12
H -1.28813 1.49642 1.93267 0.23
H 2.10839 -1.88024 -1.25756 0.21